Model A:
Formula: C3H7NORb
Source: the Open Molecules 2025 dataset
Level of theory: ωB97M-V with the def2-TZVPD basis set

Structure (ORCA input):
```
! wB97M-V def2-TZVPD RIJCOSX def2/J DEFGRID3
* xyz 1 1
Rb 0.999 -1.282 -1.734
C -1.849 -0.355 -0.181
C -0.478 -0.502 0.308
O -0.139 -1.499 1.054
N 0.320 0.504 -0.052
C 1.659 0.693 0.393
H -2.287 -0.082 0.779
H -2.295 -1.297 -0.499
H -2.054 0.529 -0.785
H 0.030 1.100 -0.814
H 1.711 0.349 1.426
H 2.023 1.717 0.323
H 2.360 0.125 -0.219
*
```

Values from the calculation:
Lowest unoccupied orbital energy in eV: -3.9664
E_HOMO in eV: -14.18


Model B:
Formula: C3H7NORb
Source: the Open Molecules 2025 dataset
Level of theory: ωB97M-V with the def2-TZVPD basis set

Structure (ORCA input):
```
! wB97M-V def2-TZVPD RIJCOSX def2/J DEFGRID3
* xyz 1 1
Rb 0.394 -3.478 -2.168
C -1.943 0.217 0.301
C -0.547 -0.059 -0.187
O -0.309 -0.795 -1.143
N 0.454 0.596 0.485
C 1.850 0.514 0.098
H -2.630 0.263 -0.540
H -1.937 1.193 0.784
H -2.281 -0.573 0.970
H 0.307 0.665 1.482
H 1.949 -0.038 -0.837
H 2.470 -0.029 0.812
H 2.223 1.524 -0.056
*
```

Values from the calculation:
Lowest unoccupied orbital energy in eV: -3.7823
E_HOMO in eV: -13.12


Which one sits at the bottom of the stability order? model A does.


Model A:
Formula: CH8N2P
Source: the Open Molecules 2025 dataset
Level of theory: ωB97M-V with the def2-TZVPD basis set

Structure (ORCA input):
```
! wB97M-V def2-TZVPD RIJCOSX def2/J DEFGRID3
* xyz 1 1
C 0.232 -1.107 -0.604
N 0.543 -2.387 -0.882
N -0.739 -0.487 -1.196
P 0.075 1.956 0.963
H 0.771 -0.456 0.126
H 0.078 -2.847 -1.714
H 0.920 -2.917 -0.174
H -0.790 0.482 -1.244
H -1.199 -1.029 -1.867
H 0.011 1.376 2.283
H -0.251 3.234 1.570
H -1.150 1.462 0.815
*
```

Values from the calculation:
Lowest unoccupied orbital energy in eV: -4.1724
E_HOMO in eV: -14.12


Model B:
Formula: CH8N2P
Source: the Open Molecules 2025 dataset
Level of theory: ωB97M-V with the def2-TZVPD basis set

Structure (ORCA input):
```
! wB97M-V def2-TZVPD RIJCOSX def2/J DEFGRID3
* xyz 1 1
C -0.592 0.884 -0.035
N 1.102 -0.864 0.523
N -0.779 -0.067 -1.180
P -0.235 -0.222 1.425
H -1.493 1.543 0.421
H 0.173 1.699 -0.274
H 2.085 -0.479 0.523
H 1.185 -1.874 0.733
H -0.445 0.031 -2.139
H 0.052 -0.748 -0.713
H -1.585 -0.599 -1.297
H 0.532 0.697 2.013
*
```

Values from the calculation:
Lowest unoccupied orbital energy in eV: -3.5360
Structure (SMILES): NPC[NH3+]
E_HOMO in eV: -14.84


Which one sits at the bottom of the stability order? model B does.


Model A:
Formula: C6H5Cl2NO2S
Source: the Open Molecules 2025 dataset
Level of theory: ωB97M-V with the def2-TZVPD basis set

Structure (ORCA input):
```
! wB97M-V def2-TZVPD RIJCOSX def2/J DEFGRID3
* xyz 0 1
C 0.930 -0.002 -1.587
C -0.431 -0.131 -1.542
C 1.665 -0.065 -0.397
C 0.997 0.284 0.981
C -0.229 1.036 1.163
C -1.309 -0.070 -0.332
N -1.359 -1.327 0.426
O -2.268 -1.403 1.229
O -0.536 -2.164 0.256
S 3.163 -0.464 -0.146
Cl -0.384 2.644 0.653
Cl -2.836 0.700 -0.709
H 1.396 -0.095 -2.554
H -0.912 -0.050 -2.515
H 0.956 -0.600 1.495
H 1.779 0.870 1.416
H -0.621 0.836 2.162
*
```

Values from the calculation:
Lowest unoccupied orbital energy in eV: -1.4513
E_HOMO in eV: -9.09


Model B:
Formula: C6H5Cl2NO2S
Source: the Open Molecules 2025 dataset
Level of theory: ωB97M-V with the def2-TZVPD basis set

Structure (ORCA input):
```
! wB97M-V def2-TZVPD RIJCOSX def2/J DEFGRID3
* xyz 0 1
C -0.913 -0.093 1.462
C 0.424 -0.193 1.394
C -1.819 0.014 0.328
C -1.206 0.230 -1.002
C 0.157 0.981 -0.945
C 1.256 0.099 0.142
N 1.614 -1.237 -0.473
O 1.284 -1.382 -1.602
O 2.188 -2.002 0.211
S -3.420 -0.328 0.362
Cl 0.093 2.648 -0.244
Cl 2.755 0.943 0.617
H -1.468 -0.357 2.449
H 0.825 -0.480 2.359
H -0.859 -0.810 -1.495
H -1.667 0.832 -1.773
H 0.758 1.135 -1.789
*
```

Values from the calculation:
Lowest unoccupied orbital energy in eV: -1.4547
Structure (SMILES): O=[N+]([O-])[C@]1(Cl)C=CC(=S)C[C@H]1Cl
E_HOMO in eV: -9.27


Which one sits at the bottom of the stability order? model A does.


Model A:
Formula: C4H13N2O
Source: the Open Molecules 2025 dataset
Level of theory: ωB97M-V with the def2-TZVPD basis set

Structure (ORCA input):
```
! wB97M-V def2-TZVPD RIJCOSX def2/J DEFGRID3
* xyz 0 2
C 0.712 -2.004 0.428
C 1.299 -0.738 0.913
O 1.154 0.435 0.351
N 2.332 -0.905 1.813
H -0.150 -1.942 -0.287
H 0.414 -2.740 1.212
H 2.817 -0.080 2.116
H 2.582 -1.730 2.311
H 1.389 -2.457 -0.354
C -1.769 0.654 -0.694
C -2.863 1.625 -1.024
N -0.506 0.823 -1.407
H -1.554 0.789 0.384
H -2.161 -0.361 -0.846
H -3.240 1.702 -2.049
H -2.625 2.665 -0.706
H -0.395 1.783 -1.707
H 0.454 0.635 -0.616
H -0.298 0.235 -2.204
H -3.781 1.464 -0.432
*
```

Values from the calculation:
Lowest unoccupied orbital energy (alpha / beta) in eV: 0.6637 / 0.6111
E_HOMO (alpha / beta) in eV: -3.39 / -8.70


Model B:
Formula: C4H13N2O
Source: the Open Molecules 2025 dataset
Level of theory: ωB97M-V with the def2-TZVPD basis set

Structure (ORCA input):
```
! wB97M-V def2-TZVPD RIJCOSX def2/J DEFGRID3
* xyz 0 2
C 0.694 1.257 1.477
N 1.477 1.232 0.235
C 1.801 -0.190 -0.126
C 0.714 1.850 -0.821
H 1.296 0.811 2.313
H -0.241 0.613 1.324
H 0.381 2.314 1.702
H 2.500 -0.269 -0.943
H 2.358 -0.570 0.734
H 0.869 -0.797 -0.212
H 1.377 1.719 -1.708
H 0.695 2.944 -0.729
H -0.305 1.429 -0.959
N -1.374 -2.431 -0.701
C -1.854 -1.306 0.180
O -1.248 -0.143 -0.175
H -1.270 -2.079 -1.663
H -1.989 -3.255 -0.715
H -2.937 -1.321 0.059
H -1.595 -1.669 1.199
*
```

Values from the calculation:
Lowest unoccupied orbital energy (alpha / beta) in eV: 0.8919 / -2.1780
E_HOMO (alpha / beta) in eV: -8.27 / -8.17


Which one sits at the bottom of the stability order? model B does.